# 1
{"formula": "C2H4NO2", "method": "ωB97M-V/def2-TZVPD", "symbols": ["O", "C", "N", "C", "O", "H", "H", "H", "H"], "coordinates": [[1.14, -0.11, 2.25], [0.32, 0.04, 1.36], [0.53, -0.02, 0.04], [-0.53, -0.07, -1.08], [0.09, 0.17, -2.23], [-0.73, 0.28, 1.61], [1.47, 0.00, -0.31], [-1.03, -1.03, -0.83], [-1.26, 0.75, -0.80]], "lumo_ev": 4.4, "homo_lumo_gap_ha": 0.271, "charge": -1, "smiles": "O=CNC[O-]", "e_homo_ev": -3.0, "energy_ha": -283.85845}

# 2
{"formula": "C30H27BN8SiTl", "method": "ωB97M-V/def2-TZVPD", "symbols": ["Tl", "C", "C", "N", "N", "C", "B", "N", "C", "C", "C", "N", "N", "C", "C", "C", "N", "N", "C", "C", "C", "N", "H", "H", "H", "H", "H", "H", "H", "H", "H", "H", "H", "H", "C", "C", "C", "C", "C", "C", "Si", "C", "C", "C", "C", "C", "C", "C", "C", "C", "C", "C", "C", "H", "H", "H", "H", "H", "H", "H", "H", "H", "H", "H", "H", "H", "H", "H"], "coordinates": [[-0.03, 0.13, -0.01], [0.98, -2.02, -4.07], [0.64, -1.96, -2.72], [0.59, -0.71, -2.29], [0.91, 0.07, -3.36], [1.14, -0.71, -4.44], [0.84, 1.58, -3.14], [1.83, 2.06, -2.07], [2.81, 3.00, -2.15], [3.46, 3.07, -0.94], [2.81, 2.12, -0.15], [1.85, 1.52, -0.83], [-0.61, 1.98, -2.81], [-1.65, 2.25, -3.63], [-2.79, 2.39, -2.87], [-2.35, 2.15, -1.56], [-1.05, 1.90, -1.53], [1.24, 2.38, -4.45], [0.90, 3.60, -4.73], [1.69, 4.03, -5.88], [2.49, 2.91, -6.16], [2.26, 1.94, -5.31], [1.11, -2.89, -4.69], [0.43, -2.77, -2.04], [1.40, -0.29, -5.39], [3.01, 3.55, -3.05], [4.28, 3.71, -0.68], [3.00, 1.84, 0.88], [-1.53, 2.30, -4.70], [-3.78, 2.60, -3.21], [-2.92, 2.15, -0.64], [0.17, 4.15, -4.15], [1.67, 4.99, -6.36], [3.23, 2.79, -6.94], [-2.03, -5.37, 0.75], [-1.06, -5.45, 1.74], [-0.67, -4.31, 2.42], [-1.27, -3.08, 2.12], [-2.26, -3.01, 1.12], [-2.63, -4.16, 0.44], [-0.81, -1.59, 3.03], [-2.06, -0.36, 3.46], [-3.37, -0.77, 3.75], [-4.32, 0.17, 4.12], [-3.97, 1.51, 4.20], [-2.67, 1.93, 3.92], [-1.72, 0.99, 3.56], [0.89, -1.38, 3.61], [1.15, -0.79, 4.85], [2.45, -0.68, 5.31], [3.50, -1.13, 4.53], [3.27, -1.71, 3.28], [1.97, -1.85, 2.83], [-2.33, -6.27, 0.22], [-0.61, -6.41, 1.99], [0.10, -4.37, 3.18], [-2.75, -2.07, 0.89], [-3.39, -4.11, -0.33], [-3.65, -1.81, 3.67], [-5.33, -0.15, 4.36], [-4.72, 2.24, 4.49], [-2.41, 2.97, 3.99], [-0.70, 1.32, 3.37], [0.34, -0.42, 5.46], [2.65, -0.23, 6.28], [4.52, -1.04, 4.89], [4.09, -2.07, 2.69], [1.78, -2.33, 1.88]], "lumo_ev": [-6.1, -9.3], "homo_lumo_gap_ha": [0.292, 0.172], "charge": 2, "multiplicity": 2, "e_homo_ev": [-14.0, -14.0], "energy_ha": -2083.80483}

# 3
{"formula": "C20H29F6N6O4PdS4", "method": "ωB97M-V/def2-TZVPD", "symbols": ["Pd", "C", "N", "C", "C", "N", "C", "S", "C", "C", "C", "C", "C", "N", "H", "H", "H", "H", "H", "H", "H", "H", "H", "F", "C", "F", "F", "S", "O", "O", "N", "S", "O", "O", "C", "F", "F", "F", "C", "C", "C", "C", "N", "C", "S", "N", "C", "C", "C", "C", "H", "H", "H", "H", "H", "H", "H", "H", "H", "H", "H", "H", "H", "H", "H", "H", "H", "H", "H", "H"], "coordinates": [[0.88, -0.58, 0.68], [-3.94, -4.08, 1.65], [-3.79, -2.75, 2.20], [-4.77, -2.03, 2.86], [-4.24, -0.85, 3.20], [-2.91, -0.85, 2.78], [-2.61, -2.05, 2.14], [-1.26, -2.58, 1.35], [-2.02, 0.23, 3.02], [-2.50, 1.53, 3.17], [-1.58, 2.53, 3.45], [-0.24, 2.20, 3.58], [0.13, 0.88, 3.39], [-0.75, -0.08, 3.12], [-4.98, -4.38, 1.76], [-3.28, -4.78, 2.16], [-3.66, -4.07, 0.59], [-5.75, -2.42, 3.03], [-4.67, -0.04, 3.76], [-3.54, 1.78, 3.02], [-1.92, 3.55, 3.56], [0.51, 2.95, 3.81], [1.16, 0.56, 3.46], [5.87, -1.15, 0.58], [5.31, 0.05, 0.55], [5.67, 0.71, 1.65], [5.82, 0.71, -0.51], [3.46, -0.03, 0.37], [3.19, 1.38, 0.29], [3.34, -0.87, -0.80], [3.06, -0.60, 1.80], [2.54, -2.07, 2.20], [2.38, -3.02, 1.14], [1.60, -1.96, 3.27], [4.02, -2.72, 3.08], [5.05, -2.95, 2.26], [3.71, -3.89, 3.67], [4.44, -1.89, 4.05], [-0.16, -1.53, -5.52], [-1.13, -1.15, -4.41], [-0.88, -1.90, -3.10], [0.47, -1.59, -2.45], [0.84, -0.18, -2.45], [0.35, 0.70, -1.51], [-1.05, 0.42, -0.61], [1.00, 1.91, -1.51], [0.72, 2.92, -0.50], [-0.45, 3.85, -0.83], [-0.34, 4.61, -2.15], [-0.72, 3.80, -3.39], [-0.39, -1.01, -6.45], [-0.19, -2.60, -5.71], [0.87, -1.27, -5.25], [-2.16, -1.33, -4.73], [-1.05, -0.07, -4.21], [-0.90, -2.98, -3.29], [-1.68, -1.68, -2.39], [1.27, -2.10, -2.99], [0.49, -1.99, -1.43], [1.84, -0.07, -2.57], [1.99, 1.82, -1.70], [1.63, 3.51, -0.41], [0.55, 2.43, 0.47], [-0.50, 4.57, -0.01], [-1.38, 3.29, -0.80], [0.68, 5.01, -2.26], [-1.00, 5.48, -2.10], [-0.01, 2.99, -3.57], [-0.76, 4.43, -4.28], [-1.70, 3.34, -3.25]], "lumo_ev": 2.5, "homo_lumo_gap_ha": 0.234, "charge": -1, "e_homo_ev": -3.9, "energy_ha": -3728.91318}

# 4
{"formula": "C4H8O2", "method": "ωB97M-V/def2-TZVPD", "symbols": ["C", "C", "C", "O", "C", "O", "H", "H", "H", "H", "H", "H", "H", "H"], "coordinates": [[1.67, -0.66, -1.01], [0.41, 0.15, -0.74], [-0.51, -0.49, 0.28], [-0.34, -1.57, 0.79], [-1.81, 0.29, 0.61], [-2.61, -0.09, 1.43], [2.25, -0.79, -0.09], [2.29, -0.16, -1.75], [1.41, -1.66, -1.37], [-0.16, 0.29, -1.66], [0.66, 1.17, -0.40], [-2.00, 1.14, -0.08], [-0.39, 1.38, 1.83], [-0.95, 0.94, 2.14]], "lumo_ev": -0.3, "homo_lumo_gap_ha": 0.345, "charge": 0, "smiles": "CCC(=O)C=O.[H][H]", "e_homo_ev": -9.7, "energy_ha": -307.60526}